(1)
An isolated molecule of C3H5NS2 in a non-equilibrium geometry. Source: OMol25; level of theory: ωB97M-V/def2-TZVPD.

```
11
Properties=species:S:1:pos:R:3:forces:R:3:nbo_charge:R:1
C -1.436 -1.202 -1.029 3.1 0.2 0.8 0.261
C -0.420 0.602 0.039 0.7 0.4 0.5 -0.265
C 0.990 -0.016 -0.261 0.1 -0.2 0.1 -0.511
N -1.480 -0.088 -0.576 -1.2 -0.5 -0.6 -0.365
S 0.921 -1.766 -0.663 -2.3 0.6 -0.3 -0.123
S 2.067 0.362 1.180 0.2 0.2 -0.3 -0.030
H -2.060 -1.920 -1.495 -0.4 -0.5 -0.3 0.219
H -0.607 0.582 1.120 0.0 0.0 -0.2 0.233
H -0.435 1.645 -0.283 0.0 -0.1 0.1 0.226
H 1.450 0.513 -1.097 -0.1 0.1 0.1 0.223
H 1.736 -0.718 1.886 -0.1 -0.2 0.1 0.132
```
Forces are in eV/Å.

Its orbital gap is 8.51 eV. Its HOMO energy is -8.45 eV.

=====

(2)
A cluster of 2 separate species, CH7NSi in total in a non-equilibrium geometry. Source: OMol25; level of theory: ωB97M-V/def2-TZVPD.

```
10
Properties=species:S:1:pos:R:3:forces:R:3:nbo_charge:R:1
C -0.367 -0.107 -1.410 0.2 1.4 1.0 -0.490
N 0.656 -0.058 -0.406 0.2 -0.4 0.2 -0.674
Si 0.312 0.574 1.202 -0.3 1.4 -2.0 1.044
H -1.364 -0.270 -0.959 0.2 -0.9 -0.8 0.198
H -0.507 0.934 -1.751 0.2 0.2 0.0 0.225
H 0.017 -0.599 -2.291 -0.7 -0.8 -0.1 0.214
H 0.684 -1.881 0.777 0.1 0.6 -0.7 0.052
H -0.143 2.009 1.239 -0.5 -0.4 -0.3 -0.198
H 1.562 0.797 1.755 1.8 -0.4 1.3 -0.183
H -0.633 -0.343 1.673 -1.2 -0.7 1.3 -0.188
```
Forces are in eV/Å.

Its orbital gap (alpha / beta) is 9.12 / 8.71 eV. Its HOMO energy (alpha / beta) is -9.76 / -9.39 eV.